228
Properties=species:S:1:pos:R:3:forces:R:3:lowdin_charge:R:1 method="wB97M-V/def2-TZVPD" smiles=COCCNCCOC.COCCNCCOC.COCCNCCOC.COCCNCCOC.COCCNCCOC.COCCNCCOC.COCCNCCOC.CC(C)O.CC(C)O.CC(C)O.CC(C)O.CC(C)O e_homo_ev=-8.45 homo_lumo_gap_ha=0.3272 multiplicity=1 de_lowest_ev=2.866
C -29.365 10.466 2.682 -0.1946 -0.0663 -1.0061 -0.1091
O -28.380 9.455 2.660 -0.6121 -0.5659 -0.0419 -0.2149
C -28.455 8.814 1.386 1.0914 0.1889 0.6408 -0.2008
C -27.323 7.792 1.327 -0.0484 0.0258 -0.4700 -0.1685
N -27.150 7.269 -0.039 0.9975 -0.3714 -0.2324 -0.0268
C -26.680 8.184 -1.098 -0.3431 0.1788 -0.2950 -0.1602
C -26.331 7.425 -2.400 1.4548 0.1524 0.2995 -0.1848
O -25.305 6.415 -2.189 0.3574 0.4945 -1.1601 -0.2131
C -24.738 6.038 -3.488 -0.0458 -0.2210 2.0697 -0.0662
H -30.336 10.118 2.215 0.9463 0.2577 0.5963 0.0778
H -28.992 11.293 2.036 -0.3633 -0.0066 0.6341 0.0849
H -29.524 10.713 3.721 -0.1218 0.4838 0.1330 0.0758
H -28.350 9.628 0.671 0.1021 -0.2347 -0.6115 0.0915
H -29.428 8.341 1.266 -0.1299 -0.1143 -0.1003 0.1016
H -27.605 6.920 1.935 0.0489 0.2297 -0.0173 0.1179
H -26.399 8.213 1.786 -0.4791 0.0128 -0.4908 0.0917
H -26.434 6.537 0.025 -0.4172 0.1173 0.0468 0.0813
H -25.794 8.828 -0.834 -0.7521 -0.5917 0.0659 0.1044
H -27.532 8.859 -1.352 0.6706 -0.1895 0.0719 0.1045
H -25.945 8.145 -3.158 -0.3247 -0.1735 0.4942 0.1210
H -27.127 6.875 -2.857 -1.1279 -0.0279 -0.0753 0.0869
H -25.484 5.615 -4.128 -0.7623 -0.5758 -0.3515 0.0531
H -23.964 5.275 -3.265 -0.3170 0.5833 -0.2622 0.0847
H -24.366 6.896 -4.026 0.5709 0.4472 0.0803 0.0650
C -28.081 15.584 2.214 0.1799 -0.0891 -1.5530 -0.1318
O -29.355 15.410 2.741 -0.2627 0.4041 -0.2416 -0.2012
C -30.256 16.433 2.304 0.5887 -0.9834 0.3522 -0.2159
C -31.557 16.099 2.936 -0.3027 -0.5773 -0.8376 -0.2124
N -32.034 14.752 2.583 0.4593 0.7849 -0.4317 -0.0536
C -33.268 14.455 3.260 0.7927 -2.9491 1.5672 -0.1860
C -33.516 12.866 3.126 0.4212 1.5974 -0.3496 -0.1899
O -34.574 12.496 3.981 0.6551 0.8693 -0.1144 -0.1914
C -35.433 11.509 3.529 -1.0619 -0.7396 0.2682 -0.1183
H -27.487 14.753 2.531 0.4050 -0.6616 0.1254 0.0760
H -27.543 16.481 2.512 -0.2796 0.4498 0.3227 0.0861
H -28.127 15.595 1.089 0.1522 -0.0467 0.7946 0.0878
H -30.320 16.526 1.224 0.1402 -0.3677 -0.3632 0.1250
H -29.882 17.354 2.700 0.1202 0.9767 0.1912 0.1163
H -32.276 16.806 2.570 -0.6099 0.4778 0.0069 0.1198
H -31.403 16.254 3.988 -0.3150 -0.1241 0.9577 0.1141
H -31.350 14.079 2.919 0.0963 0.1520 -0.1710 0.0912
H -34.154 14.934 2.893 -0.2308 0.6010 -0.3057 0.1117
H -33.081 14.680 4.337 -0.9165 -0.0818 -0.3486 0.1046
H -32.575 12.294 3.317 -0.6076 0.3691 0.1113 0.1003
H -33.759 12.700 2.067 -0.1583 -0.1606 0.1492 0.1133
H -35.097 10.516 3.804 0.2369 -0.2919 -0.0749 0.0654
H -35.651 11.519 2.460 0.3015 0.2550 -0.2323 0.0825
H -36.392 11.646 4.035 0.0233 0.1197 0.0327 0.0919
C -33.128 9.821 7.438 0.0313 0.5585 -0.4892 -0.0842
O -32.247 10.720 6.794 0.3060 -0.0133 0.4160 -0.2008
C -32.626 12.075 6.726 0.8062 0.0809 -0.0130 -0.2291
C -31.520 12.780 6.010 1.0540 0.8888 -0.0884 -0.2183
N -30.273 12.936 6.791 0.2503 0.0679 -0.6354 -0.0183
C -29.084 13.342 5.978 -1.0992 -2.4619 -0.0175 -0.2059
C -27.926 13.720 6.811 0.9141 0.1610 1.5474 -0.2440
O -27.469 12.624 7.587 -0.0466 -0.1752 0.2551 -0.1915
C -26.646 13.023 8.660 0.8201 0.0138 -0.7412 -0.1228
H -33.757 9.332 6.693 -0.2600 -0.0652 0.0304 0.0825
H -33.732 10.363 8.162 -0.1804 -0.1718 0.2443 0.0861
H -32.511 9.076 7.913 0.0530 -0.2976 0.3246 0.0833
H -32.872 12.590 7.676 0.3575 -0.6506 0.0893 0.1402
H -33.446 12.237 6.076 -1.3973 -0.2472 -0.5866 0.0910
H -31.897 13.783 5.859 -0.0555 0.4820 -0.2897 0.1008
H -31.409 12.339 4.984 0.2851 -0.0126 0.7733 0.1098
H -30.067 12.054 7.249 0.1286 0.0480 -0.0947 0.1039
H -29.257 14.201 5.412 -0.9970 1.5711 -0.9991 0.0851
H -28.888 12.546 5.214 0.3873 0.3740 0.5269 0.1231
H -28.295 14.480 7.547 0.3788 -0.0874 -0.7210 0.1336
H -27.056 14.101 6.221 -0.7183 0.0542 0.1831 0.1347
H -25.690 13.464 8.300 -0.4363 -0.0209 0.0466 0.0931
H -26.377 12.150 9.225 -0.0162 -0.5222 0.1896 0.0774
H -27.112 13.725 9.338 -0.4172 0.3650 0.0920 0.0799
C -23.572 5.844 -7.252 -0.8454 -0.4021 -0.1207 -0.0999
O -24.078 7.037 -7.830 1.1240 0.0870 0.6189 -0.1817
C -24.592 7.858 -6.811 0.9881 1.1611 1.4753 -0.2554
C -24.909 9.230 -7.360 0.4064 0.8909 0.7333 -0.2304
N -25.796 9.101 -8.472 -0.4135 0.1742 -1.2766 -0.0647
C -26.216 10.345 -9.145 0.1992 -0.5085 -0.8583 -0.1979
C -27.430 10.969 -8.462 1.3393 -0.4209 2.0698 -0.2490
O -27.938 12.114 -9.070 0.0687 0.5459 0.5090 -0.1863
C -28.949 11.850 -9.988 0.8282 -0.2325 -2.0816 -0.1256
H -24.453 5.341 -6.833 0.2177 -0.3637 0.2549 0.0737
H -22.814 5.938 -6.445 -0.2808 0.4816 -0.5161 0.0930
H -23.192 5.224 -8.057 0.1901 -0.0109 -0.0582 0.0863
H -23.842 8.137 -5.985 -0.4767 -1.0013 -0.9361 0.1338
H -25.426 7.342 -6.308 -0.1104 0.3842 -0.2462 0.0971
H -23.933 9.777 -7.626 -1.0390 -0.6935 0.2939 0.1421
H -25.387 9.805 -6.527 0.3113 -0.4133 -0.6583 0.1152
H -25.311 8.518 -9.164 -0.4286 0.2332 0.3882 0.1156
H -26.532 10.013 -10.150 0.2827 0.3862 0.1487 0.1154
H -25.377 11.076 -9.243 -0.5359 -0.2684 0.0332 0.1277
H -27.024 11.298 -7.452 -0.9454 -0.4336 -0.8228 0.1311
H -28.172 10.152 -8.332 0.0847 0.6041 0.0658 0.1223
H -29.920 11.615 -9.551 -0.0134 -0.0736 0.2111 0.0846
H -28.573 11.001 -10.627 -0.8965 0.5876 0.2709 0.0954
H -29.027 12.744 -10.654 -0.1390 -0.6701 0.5701 0.0998
C -24.902 4.081 0.008 -0.1863 -1.1478 -0.2238 -0.1060
O -25.011 5.066 0.987 -0.3138 1.1408 -0.1593 -0.2161
C -24.807 4.710 2.327 0.7208 -0.7099 -0.1469 -0.2277
C -24.807 5.938 3.206 -0.5951 0.8570 1.5152 -0.2227
N -23.985 7.097 2.774 -0.9273 -0.0342 -0.6727 -0.0510
C -24.365 8.314 3.561 0.8794 -1.5986 0.4445 -0.1990
C -23.751 9.556 2.931 -1.4993 0.3774 0.0153 -0.2036
O -24.303 9.896 1.673 -0.5285 0.2461 -0.9775 -0.2324
C -25.333 10.893 1.644 -0.8824 -1.6582 -0.3077 -0.0790
H -23.843 3.994 -0.342 -0.8030 -0.1411 0.1297 0.0957
H -25.588 4.338 -0.809 0.5320 0.3230 -0.0124 0.0646
H -25.305 3.088 0.344 0.6439 0.5485 0.1427 0.0995
H -23.844 4.188 2.457 -0.1031 -0.0126 -0.2283 0.1250
H -25.617 4.008 2.597 0.2733 0.2218 0.4021 0.1291
H -24.416 5.667 4.224 -0.4317 -0.0714 -0.8218 0.1295
H -25.886 6.227 3.377 0.7972 0.0094 -0.1944 0.1095
H -24.276 7.306 1.805 0.3448 -0.1817 0.4169 0.0956
H -23.959 8.155 4.615 -0.5265 0.4208 -1.1931 0.1393
H -25.458 8.318 3.600 -0.0944 0.6487 0.3002 0.0949
H -22.722 9.382 2.707 0.8766 -0.0207 0.3968 0.1160
H -23.953 10.421 3.556 0.5879 0.0550 0.6133 0.1180
H -25.041 11.848 2.017 0.7646 0.8316 0.2522 0.0719
H -26.194 10.574 2.258 0.1354 0.0065 -0.2528 0.0828
H -25.681 10.982 0.591 0.3371 -0.0976 0.6859 0.0854
C -29.898 3.154 -7.065 1.4570 -0.3463 -1.5205 -0.1160
O -29.174 4.368 -6.907 -0.1194 0.2035 0.6102 -0.2414
C -28.706 4.992 -8.102 -0.9652 0.6904 0.7313 -0.1934
C -27.781 6.194 -7.764 -0.6912 -0.3234 -0.3187 -0.1813
N -28.432 7.267 -7.028 -0.1929 -0.7812 0.1026 -0.0172
C -28.287 7.179 -5.591 -0.5691 -1.6209 0.1300 -0.2162
C -28.460 8.464 -4.887 -0.3689 0.2460 0.5892 -0.2455
O -27.345 9.289 -4.995 1.7396 0.5256 0.1053 -0.2192
C -27.589 10.545 -4.367 -0.4209 -1.2091 -0.4978 -0.0728
H -30.707 3.259 -7.823 0.1232 0.0202 0.7182 0.0891
H -30.240 2.816 -6.077 -0.0221 0.2259 -0.4537 0.0772
H -29.179 2.380 -7.514 -0.9341 0.6439 0.6971 0.1035
H -29.596 5.291 -8.698 0.4726 0.2091 0.2149 0.1276
H -28.183 4.261 -8.674 0.7864 -0.6497 -0.6609 0.0992
H -27.380 6.595 -8.702 -0.1832 -0.0763 0.0418 0.1169
H -26.916 5.837 -7.205 0.1800 -0.3422 0.1021 0.0935
H -28.118 8.154 -7.340 0.6433 0.7444 -0.4114 0.0579
H -27.363 6.705 -5.250 0.6741 0.1426 -0.2606 0.0935
H -29.019 6.445 -5.216 -0.1806 0.4158 -0.0068 0.1127
H -28.697 8.261 -3.821 -0.2094 0.2517 -0.3914 0.1249
H -29.192 9.067 -5.392 -1.5283 -0.1861 0.1056 0.1197
H -26.898 11.257 -4.788 0.1159 0.3573 -0.0275 0.0837
H -27.469 10.448 -3.294 0.0991 0.1649 0.4176 0.0703
H -28.638 10.775 -4.582 0.1018 0.6748 0.0729 0.0889
C -34.407 10.098 -0.389 0.5409 0.1568 0.7626 -0.1096
O -33.093 9.545 -0.274 -0.1479 -0.6707 -0.1863 -0.2239
C -33.075 8.116 -0.462 -0.4468 -0.1099 0.3904 -0.1793
C -31.693 7.454 -0.190 0.4808 2.7459 0.2015 -0.2598
N -31.805 6.069 -0.331 -0.4575 -2.4452 -1.5383 -0.0716
C -30.529 5.293 -0.506 -0.1408 1.6459 0.0363 -0.1334
C -29.749 5.861 -1.748 0.0852 -1.5904 0.7157 -0.2291
O -30.567 6.062 -2.886 -0.4590 -0.5789 0.1669 -0.1965
C -30.938 4.824 -3.507 0.2773 -0.0767 -0.8770 -0.0984
H -35.068 9.750 0.427 0.3487 0.2510 0.0504 0.0801
H -34.923 9.793 -1.289 0.1104 -0.0474 -0.6676 0.0732
H -34.288 11.204 -0.366 -0.1796 -0.8082 0.0267 0.0943
H -33.508 7.887 -1.474 0.7130 0.0157 0.5405 0.1331
H -33.752 7.626 0.268 0.0235 0.3171 -0.2020 0.1238
H -31.349 7.696 0.830 -0.4966 0.0235 -0.0905 0.0850
H -30.892 7.898 -0.804 -0.3859 0.1863 -0.3297 0.1026
H -32.326 5.922 -1.228 0.5395 -0.0960 1.0703 0.1148
H -30.864 4.277 -0.552 0.1845 -0.7116 -0.3545 0.0938
H -29.896 5.396 0.413 -0.4244 0.0283 -0.7622 0.1222
H -28.824 5.325 -2.029 -0.5016 -0.6130 0.1731 0.1170
H -29.314 6.753 -1.381 0.0049 1.5462 -0.1607 0.0611
H -30.027 4.211 -3.647 -0.4258 -0.0446 0.3080 0.0782
H -31.286 5.046 -4.526 0.1009 0.2687 0.2919 0.0858
H -31.765 4.215 -3.060 0.7511 0.6601 0.3640 0.0978
C -23.300 9.492 -1.458 1.0041 1.8499 -0.5556 -0.0375
C -22.072 9.915 -2.336 -1.6681 -0.2700 0.0627 -0.4294
C -20.928 8.943 -2.159 1.5058 0.1421 -0.3226 -0.0690
O -22.485 9.899 -3.748 0.0901 -0.2333 1.0478 -0.0796
H -23.476 8.466 -1.608 -0.3852 -1.4116 -0.1542 0.0498
H -24.200 10.060 -1.726 0.2679 -0.0631 -0.1120 0.0773
H -23.114 9.680 -0.395 0.1028 -0.0965 -0.2208 0.0725
H -21.832 10.967 -2.141 0.3415 -0.2861 0.3732 0.1312
H -21.178 7.942 -2.471 -0.7159 -0.4159 -0.0576 0.0590
H -20.460 8.828 -1.161 -0.4918 0.5376 -0.3569 0.0913
H -20.125 9.193 -2.879 -0.0605 0.1748 0.4600 0.0807
H -21.725 10.254 -4.215 0.0122 0.0089 -0.3096 0.0702
C -30.308 11.050 -1.122 0.8628 -0.5265 -1.9898 -0.0435
C -29.279 12.178 -1.160 -0.4150 -0.7742 -0.0329 -0.4862
C -29.755 13.356 -0.363 0.9128 -0.0044 1.4244 -0.0566
O -28.021 11.694 -0.625 -0.1965 0.7780 0.0213 -0.0811
H -31.246 11.297 -1.650 0.2747 0.3254 0.6595 0.0911
H -30.446 10.825 -0.090 -0.5495 -0.6180 0.6394 0.0500
H -29.963 10.155 -1.728 -0.0266 0.7472 1.0279 0.0911
H -29.099 12.482 -2.175 0.0666 0.1764 -0.7509 0.1190
H -30.717 13.736 -0.666 -0.3163 0.0822 -0.1058 0.0848
H -28.998 14.144 -0.457 -0.2596 0.1896 0.0441 0.0689
H -29.774 13.067 0.726 -0.2360 0.3364 -0.9438 0.0916
H -27.516 12.509 -0.435 -0.1201 -0.7123 -0.0707 0.0905
C -20.884 4.319 -3.738 0.7404 0.0929 -1.9921 -0.0736
C -20.732 4.384 -2.286 0.9266 1.2681 2.0147 -0.5281
C -21.134 3.107 -1.612 -0.2293 0.0926 -0.8060 -0.0533
O -19.366 4.661 -1.886 0.2570 0.5714 0.1006 -0.0652
H -20.401 5.180 -4.252 -0.3232 -0.5253 0.3819 0.1009
H -21.941 4.353 -3.934 -0.5301 0.0235 -0.3736 0.0535
H -20.503 3.392 -4.184 0.1011 0.1294 0.1231 0.0930
H -21.316 5.252 -1.992 -0.4007 0.0546 0.5017 0.1253
H -21.223 3.159 -0.547 0.0747 0.2196 0.6608 0.0699
H -20.321 2.437 -1.882 -0.2835 -0.5750 0.0787 0.0916
H -22.096 2.821 -2.030 -0.0568 -0.5611 0.0118 0.0715
H -19.319 5.376 -1.217 -0.3323 -0.7596 -0.7133 0.0987
C -32.771 9.162 3.262 -0.7331 -0.6988 -1.7139 -0.0594
C -32.116 7.855 3.671 -1.4379 -0.1266 0.0726 -0.4171
C -30.941 8.108 4.605 -0.2240 -0.6386 -1.3412 -0.0221
O -33.196 7.101 4.346 1.0333 0.5665 -0.3757 -0.0672
H -32.978 9.753 4.124 0.1698 0.7125 0.6405 0.0564
H -33.737 9.057 2.713 0.4953 -0.5427 0.5533 0.0845
H -32.183 9.658 2.494 0.3162 0.3942 0.3899 0.0542
H -31.829 7.261 2.774 0.0229 0.3679 0.5599 0.1268
H -30.714 7.193 5.077 0.2581 -1.2270 0.9301 0.0655
H -31.123 8.853 5.340 -0.2732 0.7445 0.5378 0.0642
H -30.046 8.310 4.040 0.3295 0.5144 -0.2857 0.0612
H -32.794 6.267 4.600 -0.1075 -0.1981 0.1444 0.0713
C -25.484 1.476 -3.609 -0.0143 -0.2001 0.1918 -0.0486
C -26.427 2.630 -3.312 -0.7889 -0.6965 1.2892 -0.4817
C -27.223 3.133 -4.466 -1.0289 -0.5746 -1.7767 -0.0666
O -27.433 2.215 -2.341 0.4785 0.1523 -0.1512 -0.0659
H -26.029 0.602 -3.985 -0.0070 0.2422 -0.0564 0.0871
H -24.897 1.124 -2.730 -0.3823 0.4863 -0.4250 0.0854
H -24.803 1.830 -4.372 0.4267 -0.1783 -0.2282 0.0712
H -25.879 3.459 -2.864 0.2740 0.1395 -0.0468 0.1018
H -27.669 4.101 -4.304 -0.0300 0.4520 0.3335 0.0534
H -28.098 2.477 -4.745 0.9930 0.2822 0.5576 0.0999
H -26.649 3.220 -5.397 0.1827 0.0276 0.2063 0.0842
H -26.955 1.897 -1.568 -0.0931 -0.0153 0.1011 0.0701